No. 1
ORCA calculation (the ωB97M-V functional and the def2-TZVPD basis) on a single C26H28N2O7 molecule in a non-equilibrium geometry.

Element x y z (Å)
C (-11.60, -1.67, 1.48)
C (-11.02, -1.47, 0.09)
C (-9.70, -0.70, 0.10)
C (-8.54, -1.49, 0.71)
C (-7.23, -0.71, 0.75)
C (-6.64, -0.46, -0.65)
C (-5.30, 0.21, -0.53)
C (-4.13, -0.50, -0.56)
C (-2.88, 0.12, -0.42)
C (-1.64, -0.57, -0.43)
C (-0.47, 0.11, -0.29)
C (0.79, -0.59, -0.30)
N (0.95, -1.88, -0.45)
N (2.26, -2.12, -0.40)
C (2.86, -0.98, -0.23)
C (4.27, -0.72, -0.12)
C (5.18, -1.76, -0.20)
C (6.55, -1.52, -0.07)
O (7.31, -2.64, -0.18)
C (8.69, -2.65, 0.09)
C (7.01, -0.21, 0.13)
O (8.36, 0.01, 0.21)
C (8.85, 0.92, 1.17)
C (6.07, 0.85, 0.17)
O (6.58, 2.11, 0.31)
C (5.68, 3.19, 0.37)
C (4.72, 0.59, 0.07)
O (1.97, 0.04, -0.16)
C (-0.45, 1.57, -0.11)
O (0.52, 2.26, 0.03)
O (-1.68, 2.19, -0.10)
C (-2.84, 1.52, -0.24)
C (-4.02, 2.25, -0.22)
C (-5.24, 1.61, -0.36)
O (-6.40, 2.30, -0.33)
H (-10.96, -2.30, 2.09)
H (-11.73, -0.72, 1.99)
H (-12.58, -2.16, 1.42)
H (-11.74, -0.91, -0.51)
H (-10.87, -2.44, -0.39)
H (-9.45, -0.43, -0.93)
H (-9.83, 0.23, 0.66)
H (-8.40, -2.41, 0.14)
H (-8.80, -1.77, 1.73)
H (-7.39, 0.25, 1.24)
H (-6.50, -1.27, 1.34)
H (-7.31, 0.18, -1.22)
H (-6.53, -1.41, -1.17)
H (-4.15, -1.57, -0.69)
H (-1.61, -1.64, -0.57)
H (4.84, -2.77, -0.34)
H (9.25, -2.01, -0.60)
H (9.00, -3.69, -0.04)
H (8.91, -2.34, 1.12)
H (8.83, 1.95, 0.80)
H (9.88, 0.62, 1.36)
H (8.28, 0.87, 2.10)
H (5.09, 3.27, -0.55)
H (5.01, 3.11, 1.22)
H (6.30, 4.08, 0.47)
H (3.99, 1.38, 0.11)
H (-3.96, 3.32, -0.08)
H (-6.23, 3.24, -0.22)

Calculated values
- HOMO energy (eV) = -7.8
- DFT total energy (eV) = -44727.7368
- E_LUMO (eV) = -0.50
- structure (SMILES) = CCCCCCc1cc2cc(-c3nnc(-c4cc(OC)c(OC)c(OC)c4)o3)c(=O)oc2cc1O
- ΔE to the lowest compared entry with this formula, charge and spin (kcal per mole) = 67.1
- frontier orbital gap (eV) = 7.263

Atom-resolved charges from Mulliken, all expressed in e:
1 C -1.171
2 C -0.575
3 C -0.333
4 C -0.546
5 C -0.557
6 C -1.222
7 C 0.086
8 C -0.842
9 C 0.860
10 C -0.223
11 C -0.210
12 C 0.457
13 N -0.512
14 N -0.504
15 C 0.644
16 C -0.484
17 C -1.147
18 C 0.191
19 O -0.444
20 C -0.718
21 C 0.917
22 O -0.542
23 C -0.740
24 C 0.949
25 O -0.395
26 C -0.964
27 C -0.649
28 O -0.245
29 C 0.414
30 O -0.686
31 O -0.456
32 C -0.543
33 C -0.587
34 C 1.167
35 O -0.540
36 H 0.321
37 H 0.288
38 H 0.368
39 H 0.335
40 H 0.313
41 H 0.267
42 H 0.268
43 H 0.291
44 H 0.292
45 H 0.347
46 H 0.339
47 H 0.353
48 H 0.502
49 H 0.487
50 H 0.624
51 H 0.539
52 H 0.257
53 H 0.280
54 H 0.282
55 H 0.223
56 H 0.313
57 H 0.322
58 H 0.370
59 H 0.386
60 H 0.227
61 H 0.876
62 H 0.373
63 H 0.306

***

No. 2
ORCA calculation (the ωB97M-V functional and the def2-TZVPD basis) on a molecular structure, C26H28N3O5SSiTi.

Element x y z (Å)
Ti (0.43, 0.88, 0.94)
O (3.87, 0.25, 2.09)
C (2.69, -0.05, 1.91)
O (1.67, 0.60, 2.44)
C (2.26, -1.19, 1.07)
C (3.15, -2.19, 0.69)
C (2.68, -3.36, 0.15)
C (1.26, -3.57, 0.10)
C (0.70, -4.79, -0.27)
C (-0.68, -4.98, -0.31)
C (-1.51, -3.92, 0.03)
C (-0.99, -2.70, 0.40)
C (0.40, -2.49, 0.44)
N (0.91, -1.26, 0.81)
H (4.20, -2.02, 0.88)
H (3.34, -4.16, -0.14)
H (1.36, -5.61, -0.53)
H (-1.09, -5.94, -0.60)
H (-2.59, -4.05, 0.00)
H (-1.64, -1.87, 0.67)
C (3.38, 3.15, -0.19)
C (2.15, 3.80, 0.36)
C (1.93, 5.17, 0.33)
C (0.73, 5.66, 0.85)
C (-0.22, 4.80, 1.37)
C (0.07, 3.42, 1.39)
N (1.26, 2.99, 0.91)
N (-0.70, 2.39, 1.79)
Si (-2.34, 2.37, 2.31)
C (-3.52, 2.85, 0.92)
C (-2.74, 0.63, 2.89)
C (-2.62, 3.57, 3.75)
H (4.14, 3.88, -0.45)
H (3.12, 2.59, -1.09)
H (3.79, 2.44, 0.53)
H (2.67, 5.83, -0.09)
H (0.53, 6.72, 0.82)
H (-1.16, 5.17, 1.75)
H (-3.40, 2.21, 0.05)
H (-3.35, 3.88, 0.60)
H (-4.55, 2.78, 1.27)
H (-3.36, 0.10, 2.16)
H (-3.27, 0.65, 3.84)
H (-1.84, 0.03, 3.04)
H (-2.64, 4.61, 3.42)
H (-1.82, 3.47, 4.49)
H (-3.57, 3.36, 4.24)
C (0.45, -4.62, -4.14)
C (0.15, -3.26, -3.56)
C (1.16, -2.46, -3.05)
C (0.87, -1.24, -2.46)
C (-0.44, -0.81, -2.39)
C (-1.47, -1.59, -2.91)
C (-1.17, -2.81, -3.49)
S (-0.86, 0.67, -1.54)
O (0.43, 1.34, -1.22)
O (-1.78, 1.40, -2.37)
O (-1.39, 0.29, -0.20)
H (1.50, -4.86, -4.04)
H (0.18, -4.66, -5.20)
H (-0.12, -5.38, -3.62)
H (2.18, -2.81, -3.08)
H (1.67, -0.64, -2.03)
H (-2.49, -1.24, -2.85)
H (-1.97, -3.42, -3.87)

Calculated values
- HOMO energy (alpha / beta) (eV) = -2.5 / -5.3
- multiplicity = 3
- net charge = -1
- DFT total energy (eV) = -83960.8907
- E_LUMO (alpha / beta) (eV) = 2.71 / 2.70
- ΔE to the lowest compared entry with this formula, charge and spin (kcal per mole) = 0.0
- expectation value of S² = 2.025
- frontier orbital gap (alpha / beta) (eV) = 5.197 / 8.007

Atom-resolved charges from Mulliken, all expressed in e:
1 Ti -0.038
2 O -0.751
3 C 0.120
4 O -0.471
5 C 0.357
6 C -0.391
7 C -1.391
8 C 1.208
9 C -0.615
10 C -0.660
11 C -0.554
12 C -0.492
13 C 0.006
14 N 0.288
15 H 0.530
16 H 0.373
17 H 0.359
18 H 0.421
19 H 0.406
20 H 0.341
21 C -1.233
22 C 0.596
23 C -0.840
24 C -0.509
25 C -0.629
26 C 0.617
27 N 0.407
28 N 0.569
29 Si 0.118
30 C -1.002
31 C -1.173
32 C -1.234
33 H 0.421
34 H 0.155
35 H 0.201
36 H 0.385
37 H 0.395
38 H 0.232
39 H 0.263
40 H 0.280
41 H 0.391
42 H 0.298
43 H 0.428
44 H 0.274
45 H 0.330
46 H 0.323
47 H 0.357
48 C -1.681
49 C 1.181
50 C -0.662
51 C -0.456
52 C 0.168
53 C -0.727
54 C -0.641
55 S 1.796
56 O -0.657
57 O -0.727
58 O -0.435
59 H 0.343
60 H 0.416
61 H 0.327
62 H 0.222
63 H 0.287
64 H 0.429
65 H 0.350

***

No. 3
ORCA calculation (the ωB97M-V functional and the def2-TZVPD basis) on a molecular structure, C26H28N4P2ReS in a non-equilibrium geometry.

Element x y z (Å)
Re (1.20, -0.80, -0.62)
N (3.17, -2.09, -0.49)
N (3.05, -3.31, -1.19)
C (2.00, -3.58, -1.96)
N (1.94, -4.67, -2.67)
S (0.62, -2.48, -2.03)
H (3.95, -1.57, -0.90)
H (3.43, -2.29, 0.48)
H (3.86, -3.93, -1.15)
H (2.69, -5.36, -2.69)
H (1.13, -4.88, -3.24)
C (1.39, 1.66, 1.41)
N (0.25, 0.95, 0.68)
P (-0.30, -0.64, 1.19)
C (0.39, -1.02, 2.76)
C (0.10, -0.24, 3.90)
C (0.58, -0.65, 5.13)
C (1.34, -1.81, 5.24)
C (1.61, -2.59, 4.12)
C (1.14, -2.20, 2.88)
C (-1.97, -1.08, 0.96)
C (-2.71, -1.31, 2.13)
C (-4.05, -1.64, 2.04)
C (-4.65, -1.78, 0.79)
C (-3.91, -1.58, -0.38)
C (-2.58, -1.23, -0.30)
P (0.09, 1.26, -1.04)
C (-1.54, 1.61, -1.52)
C (-1.83, 1.54, -2.89)
C (-3.08, 1.95, -3.33)
C (-4.01, 2.43, -2.42)
C (-3.72, 2.51, -1.06)
C (-2.48, 2.09, -0.60)
C (1.39, 2.31, -1.60)
C (1.31, 3.69, -1.37)
C (2.32, 4.51, -1.83)
C (3.40, 3.96, -2.53)
C (3.47, 2.60, -2.79)
C (2.46, 1.77, -2.32)
H (1.23, 1.52, 2.48)
H (1.33, 2.71, 1.16)
H (2.37, 1.28, 1.13)
H (-0.51, 0.65, 3.83)
H (0.36, -0.07, 6.01)
H (1.71, -2.12, 6.21)
H (2.18, -3.51, 4.22)
H (1.30, -2.83, 2.01)
H (-2.26, -1.24, 3.11)
H (-4.63, -1.81, 2.94)
H (-5.69, -2.05, 0.72)
H (-4.38, -1.71, -1.35)
H (-2.03, -1.08, -1.22)
H (-1.10, 1.20, -3.62)
H (-3.32, 1.91, -4.39)
H (-4.98, 2.77, -2.78)
H (-4.45, 2.90, -0.37)
H (-2.26, 2.15, 0.46)
H (0.46, 4.13, -0.86)
H (2.28, 5.58, -1.66)
H (4.17, 4.62, -2.91)
H (4.28, 2.19, -3.37)
H (2.48, 0.71, -2.59)

Calculated values
- HOMO energy (alpha / beta) (eV) = -20.0 / -20.0
- multiplicity = 4
- net charge = +4
- DFT total energy (eV) = -64877.1492
- E_LUMO (alpha / beta) (eV) = -13.54 / -14.38
- ΔE to the lowest compared entry with this formula, charge and spin (kcal per mole) = 25.1
- expectation value of S² = 3.792
- frontier orbital gap (alpha / beta) (eV) = 6.454 / 5.601

Atom-resolved charges from Mulliken, all expressed in e:
1 Re 0.990
2 N -0.704
3 N -0.246
4 C 0.807
5 N -0.341
6 S -0.307
7 H 0.369
8 H 0.361
9 H 0.259
10 H 0.254
11 H 0.239
12 C -0.593
13 N 0.204
14 P 0.338
15 C 0.518
16 C 0.018
17 C -0.932
18 C -0.579
19 C -0.952
20 C -0.527
21 C 1.486
22 C -0.569
23 C -0.847
24 C -0.583
25 C -0.931
26 C -0.289
27 P 0.345
28 C 0.830
29 C -0.461
30 C -0.846
31 C -0.489
32 C -0.828
33 C -0.093
34 C 0.708
35 C -0.261
36 C -0.887
37 C -0.512
38 C -0.968
39 C -0.413
40 H 0.290
41 H 0.367
42 H 0.402
43 H 0.577
44 H 0.477
45 H 0.465
46 H 0.464
47 H 0.552
48 H 0.438
49 H 0.478
50 H 0.478
51 H 0.516
52 H 0.121
53 H 0.435
54 H 0.492
55 H 0.493
56 H 0.500
57 H 0.440
58 H 0.513
59 H 0.467
60 H 0.460
61 H 0.466
62 H 0.538